# C6H11N

One molecule with the formula C6H11N (wB97M-V/def2-TZVPD, the Open Molecules 2025 dataset).

Cartesian coordinates (Å):
C1 -2.1685 0.8133 1.7327
N1 -1.1575 -0.0582 2.2929
C2 -0.1068 -0.4831 1.5593
C3 0.1755 -0.0588 0.3064
C4 0.7955 -0.9870 -0.6588
C5 1.2891 -0.7553 -1.8781
C6 1.7921 0.5407 -2.4421
H1 -2.7089 0.3086 0.9275
H2 -2.8898 1.0431 2.5173
H3 -1.7075 1.7343 1.3971
H4 -1.3235 -0.4074 3.2171
H5 0.5585 -1.2565 1.9296
H6 -0.4613 0.6695 -0.1809
H7 0.7702 -2.0466 -0.4084
H8 1.4380 -1.6523 -2.4724
H9 0.9745 1.0325 -2.9833
H10 2.5728 0.3367 -3.1739
H11 2.1575 1.2265 -1.6819

Cartesian forces (eV/Å) of the 6 atoms listed first:
0.04 -0.41 0.56
-0.28 0.24 0.70
0.45 0.06 -1.11
-0.40 -0.63 -0.59
0.40 -0.15 0.08
0.57 -0.14 0.45

For the molecular weight, the calculation gives 97.16 g mol⁻¹. For the HOMO energy, the calculation gives -7.150 eV. Its SMILES is C/C=C\C=C\NC. Its relative energy (zero: lowest compared OMol25 entry of this formula, charge and spin) is 39.90 kcal per mole. The frontier orbital gap comes out at 8.1 eV. Its max |F| is 0.023 Eh/bohr. The value obtained for the energy is -7888.801 eV. For the LUMO energy, the calculation gives 0.9 eV.